85
Properties=species:S:1:pos:R:3:lowdin_charge:R:1 method="wB97M-V/def2-TZVPD" homo_energy_ev="-3.39 / -3.42" e_above_lowest_ev=1.441 multiplicity=4 total_charge=-1 gap_ha="0.1576 / 0.1583" e_lumo_ev="0.9 / 0.9"
K 0.09 2.64 3.83 0.919
Cr 2.17 0.25 0.67 0.882
O -0.47 -3.04 -0.49 -0.339
V -1.32 -1.65 -0.43 0.901
O -2.83 -1.87 -0.97 -0.368
P -0.19 0.79 0.59 0.429
O 0.39 -0.69 0.16 -0.518
O 0.82 1.19 -0.62 -0.369
O 0.67 0.73 1.91 -0.442
O -1.68 0.34 0.44 -0.363
P 4.49 1.57 1.30 -0.041
O 4.71 2.92 1.94 -0.408
O 5.85 1.02 0.96 -0.396
O 3.48 1.57 0.09 -0.402
O 3.51 0.63 2.11 -0.401
C -4.87 0.75 1.32 -0.204
C -5.06 2.02 0.51 -0.245
O -4.11 2.17 -0.53 -0.064
O -3.66 0.71 2.09 -0.130
H -4.89 -0.12 0.64 0.125
H -5.69 0.67 2.04 0.121
H -5.00 2.89 1.18 0.117
H -6.05 1.97 0.05 0.118
H -3.39 1.53 -0.37 0.057
H -2.86 0.54 1.50 0.029
C 0.14 -1.26 -3.19 -0.162
C -0.05 -0.90 -4.64 -0.260
O 0.47 0.36 -4.93 -0.060
O -0.81 -0.54 -2.33 -0.113
H 1.13 -0.87 -2.92 0.126
H 0.12 -2.33 -2.99 0.119
H -1.08 -0.98 -4.99 0.123
H 0.47 -1.70 -5.19 0.121
H 0.37 1.01 -4.21 0.058
H -0.27 0.18 -1.96 0.053
C -0.90 4.72 -2.44 -0.238
C 0.37 4.01 -2.84 -0.206
O 0.33 2.57 -2.91 -0.119
O -1.30 4.42 -1.10 -0.077
H -1.74 4.45 -3.10 0.123
H -0.73 5.80 -2.51 0.116
H 1.13 4.20 -2.07 0.135
H 0.73 4.36 -3.82 0.122
H 0.36 2.18 -2.01 0.031
H -1.83 3.61 -1.07 0.063
C -3.41 -2.85 2.06 -0.189
C -3.16 -4.29 2.44 -0.239
O -2.56 -4.44 3.71 -0.054
O -2.21 -2.18 1.63 -0.144
H -3.75 -2.32 2.96 0.119
H -4.16 -2.69 1.29 0.121
H -2.62 -4.78 1.61 0.132
H -4.11 -4.85 2.42 0.121
H -1.61 -4.32 3.59 0.089
H -1.65 -1.97 2.41 0.073
C -0.72 -0.79 4.93 -0.201
C -2.09 -0.14 5.00 -0.206
O -2.19 1.17 4.38 -0.171
O -0.43 -1.29 3.62 -0.090
H -0.79 -1.69 5.56 0.125
H 0.09 -0.14 5.27 0.121
H -2.36 0.01 6.05 0.122
H -2.85 -0.76 4.52 0.116
H -2.66 1.03 3.53 0.040
H -0.08 -0.57 3.03 0.059
C 3.35 -2.68 0.94 -0.182
C 3.20 -2.38 -0.53 -0.194
O 3.12 -0.99 -0.76 -0.127
O 2.47 -1.83 1.67 -0.102
H 4.38 -2.51 1.27 0.136
H 3.11 -3.72 1.16 0.126
H 2.36 -2.91 -0.99 0.118
H 4.05 -2.81 -1.09 0.131
H 3.62 -0.80 -1.60 0.023
H 2.41 -2.14 2.57 0.108
C 4.22 0.19 -3.77 -0.187
C 3.40 1.34 -3.24 -0.248
O 4.28 2.14 -2.42 -0.076
O 4.58 -0.69 -2.70 -0.049
H 5.11 0.61 -4.23 0.125
H 3.68 -0.36 -4.55 0.117
H 2.55 1.05 -2.62 0.093
H 2.97 1.96 -4.03 0.118
H 3.99 1.90 -1.51 0.034
H 5.38 -0.32 -2.29 0.134

***

26
Properties=species:S:1:pos:R:3:lowdin_charge:R:1 method="wB97M-V/def2-TZVPD" homo_energy_ev=-12.93 e_above_lowest_ev=1.177 multiplicity=1 total_charge=+1 gap_ha=0.3453 e_lumo_ev=-3.5
C -3.23 -0.41 0.90 -0.023
C -3.05 -0.93 -0.35 -0.057
C -2.10 0.18 1.50 -0.010
C -1.83 -0.94 -0.99 -0.017
C -0.80 0.00 0.97 -0.034
C -0.74 -0.44 -0.31 -0.186
C 3.24 -2.00 1.59 0.024
C 1.40 1.92 -0.42 -0.550
C 0.68 -0.49 -0.94 -0.259
N 2.90 -1.25 0.82 0.104
N 2.53 2.35 -0.15 0.144
N 1.45 0.57 -0.91 0.164
N 0.23 2.57 -0.39 0.153
N 1.04 -1.63 -1.49 0.231
H -4.17 -0.24 1.28 0.094
H -3.81 -1.16 -0.96 0.080
H -2.31 0.36 2.54 0.110
H -1.90 -1.15 -2.05 0.130
H 0.13 0.25 1.33 0.090
H 3.50 -2.73 2.27 0.054
H 2.58 3.40 0.10 0.117
H 2.49 0.32 -1.00 0.170
H 0.04 3.54 -0.24 0.113
H -0.78 2.23 -0.49 0.147
H 0.53 -2.45 -1.28 0.122
H 1.97 -1.87 -1.32 0.089

***

20
Properties=species:S:1:pos:R:3:lowdin_charge:R:1 method="wB97M-V/def2-TZVPD" homo_energy_ev=-2.62 e_above_lowest_ev=0.541 multiplicity=1 total_charge=-1 gap_ha=0.2164 e_lumo_ev=3.3
C -3.40 0.65 1.23 -0.284
C -2.52 -0.17 -1.03 -0.606
C 0.43 0.33 -1.45 -0.069
C -0.34 -0.14 2.03 -0.318
C -0.46 -0.78 -1.94 -0.166
C -0.99 1.21 2.48 -1.188
N -2.98 0.14 0.18 0.251
O -3.92 1.05 2.16 0.165
O -2.98 0.33 -2.08 0.052
O -1.59 -1.09 -1.00 -0.003
Cl -0.97 1.12 4.31 0.320
Cl 0.13 2.52 1.99 0.351
H 1.16 0.09 -0.66 0.086
H 0.95 0.66 -2.35 0.079
H -0.21 1.12 -1.05 0.078
H -0.38 -0.16 0.97 -0.007
H 0.68 -0.15 2.40 0.031
H -0.78 -0.97 2.49 0.030
H 0.06 -1.72 -1.89 0.116
H -0.93 -0.63 -2.85 0.082

***

145
Properties=species:S:1:pos:R:3:lowdin_charge:R:1 method="wB97M-V/def2-TZVPD" homo_energy_ev="-3.51 / -7.77" multiplicity=2 gap_ha="0.0587 / 0.2148" e_lumo_ev="-1.9 / -1.9"
Sr -4.83 13.83 2.51 1.544
C -12.60 9.52 -1.28 -0.090
C -11.60 10.70 -0.91 -0.211
C -10.16 10.43 -1.53 -0.168
C -9.20 11.65 -1.26 -0.056
N -7.86 11.28 -1.95 -0.151
C -7.85 11.52 -3.52 -0.096
C -8.01 13.02 -3.73 -0.148
C -7.12 13.56 -2.58 -0.141
C -6.83 12.40 -1.64 -0.097
C -7.23 9.91 -1.52 -0.088
C -7.19 9.70 -0.02 -0.248
C -6.59 8.42 0.42 -0.088
H -12.65 9.25 -2.33 0.069
H -13.61 9.81 -0.97 0.057
H -12.29 8.64 -0.73 0.054
H -11.41 11.04 0.11 0.094
H -11.99 11.62 -1.35 0.101
H -10.28 10.24 -2.59 0.107
H -9.82 9.51 -1.05 0.096
H -8.94 11.78 -0.21 0.105
H -9.65 12.55 -1.68 0.136
H -6.86 11.25 -3.89 0.134
H -8.52 10.99 -4.20 0.124
H -7.54 13.30 -4.67 0.123
H -9.04 13.37 -3.65 0.110
H -6.24 14.04 -3.00 0.125
H -7.62 14.40 -2.10 0.113
H -5.82 12.02 -1.83 0.129
H -6.82 12.59 -0.57 0.117
H -6.28 9.85 -2.06 0.141
H -7.88 9.21 -2.04 0.118
H -8.17 9.90 0.42 0.099
H -6.59 10.56 0.29 0.096
H -7.46 7.79 0.59 0.067
H -6.19 8.40 1.44 0.074
H -5.88 7.99 -0.28 0.090
C -14.97 4.73 5.35 -0.096
C -15.52 5.84 4.40 -0.249
C -14.43 6.70 3.80 -0.179
C -13.68 7.42 4.94 -0.069
N -12.42 8.28 4.45 -0.155
C -11.24 7.40 4.00 -0.104
C -9.98 8.23 4.12 -0.165
C -10.27 9.12 5.30 -0.152
C -11.72 9.00 5.57 -0.137
C -12.74 9.37 3.36 -0.099
C -13.87 10.31 3.78 -0.200
C -14.04 11.29 2.58 -0.069
H -15.69 3.96 5.61 0.072
H -14.76 5.18 6.32 0.065
H -14.15 4.18 4.88 0.076
H -16.27 6.37 4.98 0.111
H -16.18 5.48 3.62 0.111
H -14.81 7.51 3.18 0.106
H -13.88 6.11 3.06 0.121
H -13.30 6.79 5.74 0.106
H -14.20 8.11 5.61 0.135
H -11.47 6.85 3.08 0.132
H -11.16 6.58 4.71 0.126
H -9.83 8.81 3.21 0.103
H -9.17 7.53 4.36 0.125
H -10.05 10.10 4.87 0.112
H -9.73 8.82 6.20 0.118
H -12.21 9.89 5.97 0.141
H -11.89 8.37 6.45 0.120
H -12.99 8.74 2.50 0.121
H -11.84 9.91 3.05 0.138
H -13.53 10.95 4.59 0.117
H -14.80 9.77 3.93 0.107
H -14.81 12.03 2.82 0.088
H -14.22 10.69 1.69 0.068
H -13.15 11.92 2.51 0.072
C -4.48 9.92 8.03 -0.069
C -6.05 10.05 8.27 -0.190
C -6.80 8.65 8.22 -0.169
C -6.44 7.64 9.35 -0.096
N -7.02 6.22 9.17 -0.167
C -6.74 5.35 10.42 -0.055
C -8.08 5.58 11.24 -0.117
C -9.20 6.28 10.36 -0.135
C -8.60 6.07 9.03 -0.110
C -6.36 5.55 7.90 -0.091
C -4.84 5.55 7.92 -0.273
C -4.18 4.89 6.79 -0.105
H -4.38 9.66 6.98 0.071
H -3.93 9.12 8.53 0.051
H -4.05 10.88 8.30 0.074
H -6.49 10.70 7.51 0.086
H -6.28 10.51 9.23 0.100
H -6.76 8.35 7.18 0.107
H -7.86 8.85 8.37 0.094
H -6.78 8.05 10.31 0.133
H -5.38 7.60 9.59 0.115
H -6.75 4.35 9.99 0.124
H -5.83 5.59 10.97 0.136
H -8.54 4.67 11.61 0.113
H -7.87 6.26 12.07 0.108
H -10.19 5.85 10.47 0.128
H -9.17 7.35 10.58 0.115
H -8.76 5.08 8.60 0.132
H -8.97 6.72 8.24 0.119
H -6.77 6.06 7.02 0.126
H -6.74 4.53 7.83 0.127
H -4.47 5.04 8.82 0.115
H -4.24 6.46 8.01 0.113
H -4.64 3.91 6.68 0.085
H -3.11 4.83 6.98 0.097
H -4.30 5.43 5.85 0.094
N -6.91 12.72 3.01 -0.448
S -7.37 11.45 4.08 0.627
O -8.02 10.30 3.47 -0.286
O -7.75 11.81 5.47 -0.275
F -5.85 11.01 4.30 -0.191
S -8.29 13.25 2.88 0.415
O -8.76 14.17 3.87 -0.219
O -9.34 12.40 2.27 -0.306
F -8.02 14.26 1.58 -0.221
N -13.03 16.83 3.31 -0.269
S -12.67 15.60 4.11 0.404
O -13.29 14.35 3.70 -0.347
O -12.49 15.80 5.54 -0.318
F -11.16 15.48 3.63 -0.199
S -14.76 16.79 3.49 0.607
O -15.36 16.32 4.75 -0.325
O -15.48 16.59 2.29 -0.280
F -14.95 18.35 3.94 -0.236
N -3.62 12.05 1.20 -0.478
S -3.28 10.60 1.10 0.288
O -2.43 10.05 2.19 -0.356
O -3.46 9.74 -0.01 -0.311
F -4.63 10.22 1.85 -0.288
S -2.51 12.37 -0.03 0.461
O -3.02 12.31 -1.35 -0.286
O -1.12 12.12 0.25 -0.304
F -2.34 13.98 0.35 -0.281
N -5.63 15.88 1.52 -0.479
S -6.21 17.29 1.76 0.497
O -7.62 17.58 1.26 -0.276
O -5.27 18.43 1.81 -0.264
F -6.45 17.04 3.34 -0.211
S -5.21 16.37 0.01 0.575
O -3.86 16.95 -0.10 -0.248
O -6.26 16.64 -1.02 -0.265
F -4.86 14.83 -0.37 -0.252

***

18
Properties=species:S:1:pos:R:3:lowdin_charge:R:1 method="wB97M-V/def2-TZVPD" homo_energy_ev=-13.85 e_above_lowest_ev=1.862 multiplicity=1 total_charge=+1 gap_ha=0.3742 e_lumo_ev=-3.7
C 0.30 -1.30 1.58 -0.300
O 0.10 -2.37 2.48 -0.026
C -0.62 -1.46 0.41 -0.169
C -1.74 -0.74 0.25 0.000
H 1.35 -1.29 1.23 0.117
H 0.11 -0.33 2.07 0.114
H 0.94 -2.68 2.82 0.098
H -0.40 -2.24 -0.30 0.118
H -2.35 -0.90 -0.63 0.074
H -2.12 -0.09 1.02 0.081
C 0.57 2.00 -2.06 0.001
N 0.52 1.37 -0.70 0.139
H -0.24 2.71 -2.15 0.106
H 1.51 2.53 -2.16 0.102
H 0.52 1.21 -2.80 0.104
H -0.22 0.64 -0.62 0.104
H 0.36 2.05 0.04 0.170
H 1.40 0.89 -0.48 0.165

***

73
Properties=species:S:1:pos:R:3:lowdin_charge:R:1 method="wB97M-V/def2-TZVPD" homo_energy_ev=-8.40 e_above_lowest_ev=0.450 multiplicity=1 gap_ha=0.2807 e_lumo_ev=-0.8
Sn 0.07 -0.96 -0.67 1.063
C -0.67 -1.35 2.31 -0.157
C -1.56 -0.30 2.16 -0.117
C -1.09 1.00 2.06 -0.117
C 0.27 1.25 2.09 -0.113
C 1.17 0.21 2.23 -0.111
C 0.70 -1.10 2.34 -0.143
H -1.03 -2.37 2.39 0.111
H -2.63 -0.49 2.12 0.114
H -1.79 1.82 1.94 0.105
H 0.64 2.27 2.01 0.109
H 2.24 0.40 2.25 0.116
H 1.40 -1.92 2.46 0.118
C -2.09 5.33 -1.16 -0.085
C -2.14 4.99 -2.64 -0.313
C -2.56 5.96 -3.54 -0.057
C -2.62 5.69 -4.90 -0.085
C -2.26 4.44 -5.38 -0.088
C -1.84 3.47 -4.49 -0.118
C -1.77 3.73 -3.12 -0.313
Sb -1.15 2.15 -1.78 1.461
C -2.91 0.92 -2.06 -0.336
C -3.87 1.45 -1.19 -0.178
C -5.13 0.88 -1.06 -0.093
C -5.44 -0.26 -1.78 -0.075
C -4.49 -0.81 -2.63 -0.033
C -3.23 -0.23 -2.79 -0.280
C -2.29 -0.88 -3.78 -0.051
C 0.59 1.56 -2.95 -0.365
C 0.57 0.87 -4.16 -0.138
C 1.74 0.57 -4.85 -0.092
C 2.95 0.97 -4.33 -0.072
C 2.99 1.67 -3.13 -0.049
C 1.83 1.98 -2.43 -0.328
C 1.97 2.73 -1.12 -0.090
H -2.37 6.37 -0.99 0.074
H -1.09 5.17 -0.75 0.062
H -2.77 4.70 -0.59 0.061
H -2.84 6.94 -3.18 0.107
H -2.95 6.46 -5.59 0.102
H -2.31 4.22 -6.44 0.102
H -1.55 2.49 -4.87 0.081
H -3.64 2.34 -0.61 0.064
H -5.86 1.32 -0.39 0.101
H -6.40 -0.74 -1.68 0.105
H -4.72 -1.72 -3.17 0.105
H -2.67 -1.86 -4.07 0.048
H -1.29 -1.01 -3.37 0.031
H -2.21 -0.27 -4.68 0.088
H -0.37 0.56 -4.59 0.060
H 1.69 0.03 -5.78 0.098
H 3.88 0.74 -4.85 0.105
H 3.94 1.99 -2.73 0.111
H 3.01 2.98 -0.94 0.080
H 1.61 2.13 -0.28 0.039
H 1.40 3.66 -1.13 0.066
O -3.57 -3.81 -4.25 -0.294
S -2.48 -4.67 -3.88 0.650
O -2.62 -6.08 -4.03 -0.267
N -2.03 -4.33 -2.30 -0.035
C -0.85 -3.83 -2.27 -0.770
S 0.02 -3.49 -0.79 0.558
C -0.18 -3.62 -3.60 -0.251
C 1.03 -3.01 -3.88 -0.024
C 1.40 -2.89 -5.21 -0.064
C 0.59 -3.37 -6.23 -0.054
C -0.64 -3.97 -5.95 -0.020
C -0.99 -4.08 -4.62 -0.231
H 1.67 -2.65 -3.08 0.101
H 2.35 -2.42 -5.46 0.106
H 0.90 -3.26 -7.26 0.109
H -1.28 -4.34 -6.73 0.125
F 2.01 -0.87 -0.71 -0.526

***

83
Properties=species:S:1:pos:R:3:lowdin_charge:R:1 method="wB97M-V/def2-TZVPD" homo_energy_ev="-5.24 / -5.24" e_above_lowest_ev=0.696 multiplicity=1 total_charge=-1 gap_ha="0.2222 / 0.2224" e_lumo_ev="0.8 / 0.8"
Ce -0.79 0.34 0.86 0.092
Cl -0.16 -2.39 -6.50 0.606
C -0.12 -1.96 -4.79 -0.651
C 1.12 -1.75 -4.19 -0.089
C 1.20 -1.40 -2.86 -0.002
C 0.04 -1.29 -2.06 -0.415
O 0.15 -1.08 -0.81 -0.336
C -1.23 -1.47 -2.71 -0.108
C -2.47 -1.19 -2.00 -0.152
O -2.54 -0.69 -0.88 -0.063
C -1.28 -1.83 -4.08 -0.058
H 2.03 -1.92 -4.72 0.103
H 2.16 -1.31 -2.35 0.123
H -3.39 -1.43 -2.59 0.141
H -2.26 -1.87 -4.47 0.100
S -1.28 -0.47 3.47 -0.006
S -0.80 1.51 3.99 -0.025
S 1.21 1.60 3.87 -0.041
S 1.59 1.57 1.80 -0.005
C -2.91 -4.57 1.24 -0.331
Sb -1.09 -3.42 1.58 1.334
C -0.60 -4.20 3.53 -0.307
C 0.33 -4.62 0.30 -0.268
C 1.30 -5.41 1.16 -0.301
C 0.90 -6.60 1.68 -0.098
C 1.62 -7.23 2.66 -0.107
C 2.85 -6.71 3.03 -0.098
C 3.36 -5.60 2.39 -0.072
C 2.60 -4.92 1.48 -0.284
C 3.15 -3.66 0.84 -0.331
Sb 2.35 -1.82 1.70 1.327
C 3.18 -2.17 3.64 -0.329
C 4.04 -0.77 0.87 -0.332
H -2.68 -5.63 1.26 -0.017
H -3.39 -4.34 0.30 -0.015
H -3.54 -4.35 2.14 0.011
H -0.87 -5.23 3.70 -0.007
H -1.06 -3.52 4.27 -0.015
H 0.56 -4.10 3.59 0.025
H 0.79 -3.93 -0.38 0.018
H -0.28 -5.37 -0.24 0.065
H -0.03 -7.08 1.41 0.110
H 1.30 -8.19 3.04 0.096
H 3.44 -7.25 3.80 0.106
H 4.37 -5.27 2.63 0.110
H 3.06 -3.61 -0.26 0.068
H 4.23 -3.68 1.03 0.049
H 4.21 -2.61 3.69 0.021
H 2.47 -2.85 4.20 0.012
H 3.29 -1.22 4.14 -0.022
H 4.97 -1.31 1.06 0.005
H 4.11 0.19 1.33 -0.044
H 3.88 -0.63 -0.24 0.025
S 2.63 7.02 -0.74 0.592
C 1.82 5.63 -1.03 -1.120
S 2.16 3.99 -0.51 0.945
C 0.70 3.45 -1.36 -1.062
N 0.05 4.40 -1.95 0.035
N 0.65 5.61 -1.73 -0.186
C 0.27 6.79 -2.43 -0.287
C 0.76 7.06 -3.71 -0.010
C 0.33 8.22 -4.35 -0.073
C -0.44 9.14 -3.65 -0.095
C -0.91 8.87 -2.37 -0.077
C -0.58 7.66 -1.79 -0.031
S 0.31 1.78 -1.41 0.645
H 1.45 6.39 -4.23 0.124
H 0.69 8.42 -5.33 0.088
H -0.66 10.12 -4.02 0.093
H -1.53 9.62 -1.90 0.105
H -1.05 7.42 -0.88 0.108
N -7.00 4.99 0.55 0.129
C -6.04 4.37 0.66 -0.185
C -4.80 3.58 0.77 -0.217
C -3.59 4.10 0.28 -0.027
C -2.43 3.32 0.29 -0.058
C -2.54 1.97 0.70 -0.290
C -3.74 1.43 1.09 -0.129
C -4.87 2.22 1.10 -0.032
H -3.58 5.11 -0.12 0.111
H -1.47 3.75 -0.06 0.083
H -3.86 0.35 1.28 0.109
H -5.84 1.88 1.30 0.096